Entry 1:
Formula: C31H30BCoN11O4
Source: the Open Molecules 2025 dataset
Level of theory: ωB97M-V with the def2-TZVPD basis set

The HOMO energy (alpha / beta) comes out at -12.59 / -13.76 eV. Its expectation value of S² is 0.76. The total charge is +2. The calculation puts the LUMO energy (alpha / beta) at -6.126 / -6.567 eV. As for the total energy: -95508.3777 eV. Its spin multiplicity is 2. The value obtained for the relative energy (zero: lowest compared OMol25 entry of this formula, charge and spin) is 39.9 kcal per mole.

The geometry in XYZ format:
```
78
Properties=species:S:1:pos:R:3:forces:R:3:lowdin_charge:R:1
Co -0.399 -0.601 -0.619 -0.4 -0.2 -0.5 0.651
C -2.538 -1.297 2.770 0.0 -0.1 0.0 -0.012
C -2.419 -0.741 1.503 -0.1 0.0 0.0 -0.103
N -1.306 -1.198 0.926 0.1 0.0 -0.1 -0.017
N -0.686 -2.014 1.800 -0.2 0.0 0.1 0.058
C -1.416 -2.097 2.918 -0.1 0.1 0.0 -0.009
B 0.696 -2.582 1.419 0.0 -0.1 0.0 -0.628
N 1.624 -1.335 1.245 0.0 0.0 0.1 0.077
C 2.837 -0.963 1.679 0.1 0.0 0.1 -0.018
C 3.214 0.199 1.031 0.0 0.0 0.1 -0.003
C 2.150 0.493 0.185 0.0 0.1 0.0 -0.069
N 1.204 -0.432 0.340 0.0 0.3 -0.1 -0.015
N 0.550 -3.152 -0.020 0.0 0.0 -0.1 0.058
C 0.885 -4.353 -0.505 0.0 0.0 0.0 -0.003
C 0.688 -4.341 -1.874 0.0 0.0 0.0 -0.002
C 0.218 -3.064 -2.158 0.0 -0.1 0.1 -0.070
N 0.133 -2.363 -1.025 0.0 0.0 0.0 -0.010
N 1.157 -3.646 2.354 0.0 0.0 0.1 -0.015
C 2.385 -4.069 2.780 0.0 0.1 -0.1 -0.071
C 2.222 -5.264 3.417 0.0 -0.1 0.0 -0.040
C 0.838 -5.525 3.326 0.0 0.0 -0.1 -0.124
N 0.203 -4.570 2.677 0.1 0.0 0.1 0.071
H -3.332 -1.142 3.479 0.0 0.0 0.0 0.115
H -3.054 -0.030 0.997 0.1 0.0 0.0 0.125
H -1.102 -2.734 3.727 0.0 0.0 0.0 0.131
H 3.358 -1.519 2.437 0.0 0.0 0.0 0.122
H 4.130 0.750 1.156 0.0 0.0 0.0 0.118
H 2.015 1.308 -0.510 0.0 0.0 0.0 0.128
H 1.226 -5.132 0.158 0.0 0.0 0.0 0.140
H 0.856 -5.145 -2.569 0.0 0.0 0.0 0.115
H -0.055 -2.641 -3.107 0.0 0.0 0.0 0.120
H 3.291 -3.521 2.593 0.0 0.0 0.0 0.106
H 2.985 -5.863 3.883 0.0 0.0 0.0 0.107
H 0.287 -6.373 3.704 0.0 0.0 0.0 0.115
O -0.338 1.437 2.431 0.1 -0.1 0.1 0.074
C -0.710 2.658 2.007 -0.1 0.2 0.1 -0.222
C -0.589 2.305 -0.175 -0.2 -0.2 0.0 -0.420
O -0.079 3.216 -0.700 0.1 0.0 0.0 0.224
O -1.151 1.223 -0.267 0.4 0.1 0.1 0.032
C -2.189 2.827 2.087 0.1 0.0 0.0 -0.167
C -2.939 3.561 1.168 0.0 0.1 0.0 -0.039
C -4.308 3.700 1.334 0.0 0.0 0.0 -0.051
C -4.944 3.113 2.420 0.0 0.0 0.0 -0.057
C -4.205 2.379 3.335 0.0 0.0 0.0 -0.053
C -2.836 2.228 3.168 -0.1 0.0 0.0 -0.020
C 0.218 3.777 2.220 0.0 -0.1 -0.1 -0.152
C -0.075 5.052 1.727 0.0 0.0 0.0 -0.007
C 0.803 6.100 1.927 0.0 0.0 0.0 -0.038
C 1.985 5.901 2.629 0.0 0.0 0.0 -0.044
C 2.280 4.646 3.141 0.0 -0.1 0.0 -0.052
C 1.407 3.591 2.937 0.0 0.0 0.0 -0.014
H 0.611 1.423 2.621 0.0 0.0 0.0 0.099
H -2.467 4.026 0.312 0.0 0.0 0.0 0.109
H -4.879 4.275 0.617 0.0 0.0 0.0 0.115
H -6.011 3.234 2.554 0.0 0.0 0.0 0.115
H -4.692 1.931 4.193 0.0 0.0 0.0 0.115
H -2.262 1.660 3.888 0.0 0.0 0.0 0.123
H -0.994 5.229 1.189 0.0 0.0 0.0 0.108
H 0.563 7.082 1.540 0.0 0.0 0.0 0.119
H 2.666 6.726 2.792 0.0 0.0 0.0 0.118
H 3.182 4.491 3.717 0.0 0.0 0.0 0.116
H 1.654 2.642 3.402 0.0 0.0 0.0 0.114
C 0.091 1.121 -4.894 0.0 0.0 0.0 0.049
N -0.973 0.396 -4.174 0.0 0.0 -0.1 -0.003
C -2.198 0.153 -4.737 0.1 0.0 0.0 0.019
C -3.183 -0.484 -4.069 0.0 0.0 0.0 0.046
C -2.924 -0.900 -2.729 -0.1 0.0 0.1 -0.303
N -1.729 -0.635 -2.197 0.1 0.0 0.3 0.145
C -0.772 -0.012 -2.902 0.0 0.0 -0.1 -0.467
O 0.313 0.143 -2.275 0.2 0.0 -0.1 0.019
N -3.819 -1.543 -1.995 0.0 0.0 0.0 0.233
H -0.032 0.949 -5.959 0.0 0.0 0.0 0.107
H 1.054 0.738 -4.572 0.0 0.0 0.0 0.104
H 0.030 2.184 -4.675 0.0 0.0 0.0 0.114
H -2.322 0.500 -5.754 0.0 0.0 0.0 0.153
H -4.135 -0.674 -4.541 0.0 0.0 0.0 0.132
H -4.732 -1.761 -2.358 0.0 0.0 0.0 0.139
H -3.591 -1.837 -1.058 0.0 0.0 0.0 0.122
```
Positions in Å, forces in eV/Å.

***

Entry 2:
Formula: C6H9Br2F2N2
Source: the Open Molecules 2025 dataset
Level of theory: ωB97M-V with the def2-TZVPD basis set

The HOMO energy (alpha / beta) comes out at -9.80 / -13.68 eV. Its expectation value of S² is 2.01. The total charge is +1. The calculation puts the LUMO energy (alpha / beta) at -3.219 / -6.178 eV. As for the total energy: -154854.9987 eV. Its spin multiplicity is 3.

The geometry in XYZ format:
```
21
Properties=species:S:1:pos:R:3:forces:R:3:lowdin_charge:R:1
C -0.672 0.769 3.167 -0.7 -1.4 -1.1 -0.598
C 1.710 -0.556 1.143 1.2 0.0 0.0 -0.435
C -1.291 -0.378 2.362 0.1 4.2 9.4 -0.289
C 0.896 0.248 0.470 2.4 0.9 -0.7 -0.323
C -0.493 0.054 0.008 -0.7 -2.1 1.7 -0.423
C -1.272 -0.721 1.067 0.4 -1.9 -8.1 0.048
N -0.420 -0.520 -1.289 0.6 -0.3 -0.5 0.081
N 1.514 1.436 -0.442 -1.1 -5.1 -0.6 0.231
F 0.624 0.490 3.444 1.9 -0.2 0.2 -0.062
F -1.779 -1.302 3.191 0.0 -0.3 -0.2 0.126
Br 3.646 -0.351 1.211 -1.3 0.2 -0.1 0.768
Br -0.651 2.446 2.166 -0.3 0.4 0.3 0.848
H 1.448 -1.471 1.707 -0.3 0.9 -0.5 0.098
H -1.046 0.927 4.169 -1.2 0.1 -0.2 0.115
H -0.843 1.047 0.069 -1.2 1.2 -0.8 0.064
H -1.631 -1.725 0.892 0.0 0.0 -0.5 0.139
H -0.171 -1.516 -1.325 -0.5 0.9 -0.2 0.126
H -0.870 -0.092 -2.079 -0.4 -0.3 0.2 0.103
H 1.388 0.902 -1.396 0.3 1.6 1.7 0.202
H 2.477 1.474 -0.167 0.9 0.7 0.0 0.067
H 0.975 2.274 -0.385 -0.3 0.9 0.2 0.115
```
Positions in Å, forces in eV/Å.

***

Entry 3:
Formula: C24H36NO5P2ReS
Source: the Open Molecules 2025 dataset
Level of theory: ωB97M-V with the def2-TZVPD basis set

The HOMO energy (alpha / beta) comes out at -10.33 / -10.66 eV. Its expectation value of S² is 3.80. The total charge is +1. The calculation puts the LUMO energy (alpha / beta) at -2.751 / -5.275 eV. As for the total energy: -68734.5642 eV. Its spin multiplicity is 4.

The geometry in XYZ format:
```
70
Properties=species:S:1:pos:R:3:forces:R:3:lowdin_charge:R:1
C 1.897 2.384 -3.496 0.6 0.8 0.2 -0.004
C 1.491 2.099 -2.192 -1.2 0.0 1.0 -0.305
N 0.664 1.008 -1.980 1.2 -0.3 -0.2 -0.061
C 0.550 0.082 -2.924 -0.5 -0.6 -0.5 -0.297
C 1.156 0.222 -4.182 0.4 0.4 0.3 0.018
C 1.804 1.424 -4.472 -0.3 -0.9 0.1 -0.025
C 1.754 2.890 -1.042 0.0 1.9 -1.8 -0.147
P 1.022 2.524 0.520 0.7 -0.2 1.2 0.774
Re -0.396 0.758 -0.124 0.7 -0.9 2.0 0.929
P -1.629 -0.746 -1.336 0.8 -1.3 -0.9 0.738
C -0.314 -1.119 -2.616 -0.7 -0.6 -0.3 -0.221
C -1.660 1.105 1.595 -0.7 -0.3 -0.4 -0.334
C -1.064 1.171 2.866 -0.4 0.5 -0.1 -0.173
C -1.817 1.105 4.043 0.0 -0.1 -0.2 -0.068
C -3.204 0.987 3.965 -0.2 -0.1 -0.3 -0.078
C -3.844 0.942 2.718 0.2 0.1 -0.5 -0.080
C -3.080 1.032 1.547 0.4 -0.1 0.3 -0.141
O -1.191 5.867 -2.089 1.1 0.4 0.1 -0.085
O -3.246 3.758 -0.060 1.7 0.6 -1.4 -0.085
H 2.300 3.373 -3.701 0.3 -0.3 0.0 0.128
H 1.132 -0.597 -4.887 -0.1 0.1 0.0 0.125
H 2.271 1.557 -5.429 -0.1 0.2 -0.3 0.119
C 2.609 2.136 1.379 -0.2 0.0 -0.2 -0.202
C 0.404 3.919 1.522 0.0 0.8 -0.5 -0.208
H -0.850 -1.500 -3.501 0.5 0.2 0.0 0.099
H 0.271 -1.969 -2.230 0.0 0.4 0.0 0.102
H -0.413 6.451 -1.862 -1.3 -1.0 -0.7 0.069
H 2.297 3.829 -1.223 -0.1 -0.4 0.2 0.103
C -1.909 -2.305 -0.493 -0.3 -0.6 0.2 -0.202
C -3.095 -0.434 -2.308 -0.4 0.1 -0.1 -0.224
H 0.016 1.276 2.901 0.0 -0.2 0.4 0.062
H -1.328 1.102 5.019 -0.1 0.1 -0.3 0.113
H -3.815 0.921 4.864 0.2 0.0 -0.1 0.106
H -4.937 0.834 2.624 0.6 0.1 0.2 0.111
H -3.582 1.049 0.570 0.1 -0.1 0.5 0.077
H -1.475 1.968 -0.507 -1.4 0.9 -1.0 0.031
H -2.524 3.882 0.587 -0.7 -0.2 -0.1 0.012
H -2.795 4.100 -0.893 -1.0 -0.3 1.4 0.051
H -1.109 5.585 -3.018 0.2 0.5 0.6 0.042
H -1.596 1.374 -1.280 0.3 1.1 1.6 0.069
H 3.121 3.112 1.447 0.0 -0.5 0.2 0.063
H 2.464 1.644 2.352 0.1 0.2 -0.4 0.041
H 3.150 1.468 0.691 0.0 0.2 0.5 0.062
H 1.080 4.776 1.438 0.0 -0.1 0.1 0.057
H -0.596 4.266 1.237 0.3 -0.2 -0.1 0.034
H 0.347 3.611 2.570 0.1 -0.2 -0.2 0.059
H -3.252 -1.275 -2.987 -0.1 0.1 0.0 0.063
H -3.956 -0.333 -1.645 0.0 0.0 -0.1 0.063
H -2.975 0.483 -2.885 -0.1 0.0 0.0 0.059
H -2.573 -2.928 -1.097 0.0 0.0 0.0 0.062
H -0.977 -2.853 -0.330 0.0 0.3 0.0 0.055
H -2.369 -2.132 0.484 0.1 0.1 -0.1 0.061
C 2.872 -6.840 0.425 0.1 -0.3 0.0 -0.048
C 2.451 -5.443 0.752 -0.3 0.1 0.2 -0.271
C 1.735 -5.200 1.928 -0.2 0.4 0.2 -0.024
C 1.315 -3.916 2.266 0.4 -0.1 -0.4 -0.042
C 1.632 -2.853 1.412 -0.1 -0.4 0.4 -0.274
C 2.333 -3.084 0.225 -0.1 0.2 0.4 -0.063
C 2.730 -4.373 -0.091 0.0 0.0 0.0 -0.039
S 1.014 -1.263 1.910 0.5 -1.3 -0.3 0.540
O -0.332 -1.502 2.393 0.9 0.4 -0.3 -0.295
O 1.970 -0.587 2.768 -0.9 -0.2 -0.6 -0.290
O 1.033 -0.639 0.489 -1.0 1.2 0.5 -0.527
H 3.545 -7.211 1.204 0.0 0.0 -0.1 0.090
H 2.005 -7.507 0.399 0.1 0.0 0.0 0.088
H 3.391 -6.906 -0.534 -0.1 0.0 0.1 0.078
H 1.481 -6.010 2.606 0.1 0.0 -0.2 0.122
H 0.746 -3.741 3.174 0.1 0.0 -0.2 0.120
H 2.584 -2.278 -0.454 -0.1 0.1 0.2 0.105
H 3.264 -4.534 -1.021 0.0 -0.1 0.1 0.113
```
Positions in Å, forces in eV/Å.

***

Entry 4:
Formula: C62H76N5O4PReS2
Source: the Open Molecules 2025 dataset
Level of theory: ωB97M-V with the def2-TZVPD basis set

The HOMO energy (alpha / beta) comes out at -7.23 / -7.78 eV. Its expectation value of S² is 3.78. The calculation puts the LUMO energy (alpha / beta) at -0.332 / -0.994 eV. As for the total energy: -114260.2140 eV. Its spin multiplicity is 4. The value obtained for the relative energy (zero: lowest compared OMol25 entry of this formula, charge and spin) is 0.0 kcal per mole.

The geometry in XYZ format:
```
151
Properties=species:S:1:pos:R:3:forces:R:3:lowdin_charge:R:1
Re 0.156 0.602 -0.272 0.8 0.1 -0.1 1.546
C -2.358 3.408 -2.869 0.0 0.0 0.0 -0.100
N -1.012 3.178 -2.365 -0.1 0.1 0.0 -0.262
C -0.459 4.456 -1.943 0.0 -0.1 0.0 -0.080
C -0.249 2.503 -3.401 -0.1 0.0 0.2 -0.192
C 1.232 2.352 -3.141 0.1 0.0 -0.1 -0.147
N 1.703 1.649 -1.900 -0.6 0.0 0.1 -0.165
C 2.662 2.586 -1.257 0.0 0.0 0.1 -0.137
C 3.319 2.246 0.057 0.1 0.1 0.0 -0.122
C 4.355 3.109 0.423 0.0 0.0 -0.1 0.012
C 5.032 2.963 1.613 0.0 0.0 0.0 -0.165
C 4.637 1.902 2.435 0.0 0.0 0.0 0.022
C 3.617 1.018 2.126 0.1 0.0 0.0 -0.067
C 2.936 1.213 0.898 -0.3 0.0 -0.1 -0.245
O 1.950 0.379 0.503 0.2 -0.2 0.2 -0.372
C 3.218 -0.081 3.116 0.0 0.0 0.0 -0.518
C 3.200 -1.460 2.434 0.0 0.0 0.0 -0.051
C 1.852 0.295 3.719 0.0 0.0 0.0 -0.052
C 4.207 -0.200 4.281 0.0 0.0 0.0 -0.074
C 6.158 3.893 2.062 0.0 0.0 0.0 -0.560
C 7.447 3.083 2.255 0.0 0.0 0.0 -0.047
C 6.431 4.995 1.040 0.0 0.0 0.0 -0.073
C 5.772 4.555 3.392 0.0 0.0 0.0 -0.047
C 2.493 0.446 -2.316 0.1 0.0 -0.1 -0.122
C 1.804 -0.522 -3.227 0.1 0.0 -0.1 -0.147
C 2.359 -0.815 -4.464 0.0 0.0 0.0 0.002
C 1.840 -1.816 -5.275 0.0 0.0 0.0 -0.167
C 0.793 -2.565 -4.749 0.0 0.0 0.0 0.031
C 0.213 -2.327 -3.502 0.0 -0.1 -0.1 -0.077
C 0.676 -1.214 -2.783 -0.2 0.3 0.1 -0.255
O 0.029 -0.792 -1.685 0.0 -0.2 0.0 -0.302
C -0.839 -3.280 -2.923 -0.1 0.0 0.0 -0.512
C -2.217 -2.596 -2.794 0.0 0.0 0.1 -0.044
C -0.383 -3.761 -1.537 0.1 -0.1 0.0 -0.039
C -1.012 -4.531 -3.794 0.0 0.0 0.0 -0.072
C 2.467 -2.101 -6.640 0.0 0.0 0.0 -0.561
C 1.699 -3.172 -7.415 0.0 0.0 0.0 -0.068
C 2.479 -0.818 -7.481 0.0 0.0 0.0 -0.052
C 3.910 -2.588 -6.443 0.0 0.0 0.0 -0.048
H -2.357 4.152 -3.684 0.0 0.0 0.0 0.094
H -3.004 3.773 -2.071 0.0 0.0 0.0 0.087
H -2.777 2.486 -3.267 0.0 0.0 0.0 0.076
H -0.318 5.153 -2.786 0.0 0.0 0.0 0.097
H 0.487 4.327 -1.427 0.0 0.0 0.0 0.059
H -1.149 4.914 -1.234 0.0 0.0 0.0 0.092
H -0.320 3.071 -4.347 0.0 -0.1 -0.1 0.131
H -0.704 1.523 -3.584 0.0 0.0 0.1 0.120
H 1.679 3.346 -3.164 0.1 0.0 0.1 0.116
H 1.641 1.813 -3.997 0.0 0.0 -0.1 0.122
H 2.168 3.547 -1.142 -0.1 0.0 0.1 0.107
H 3.468 2.747 -1.986 0.0 0.0 0.0 0.132
H 4.619 3.903 -0.268 0.0 0.0 0.0 0.110
H 5.161 1.768 3.371 0.0 0.0 0.0 0.092
H 2.527 -1.502 1.584 0.0 0.0 0.0 0.035
H 2.889 -2.220 3.157 0.0 0.0 0.0 0.082
H 4.206 -1.712 2.088 0.0 0.0 0.0 0.091
H 1.128 0.579 2.959 0.0 0.0 0.0 0.020
H 1.977 1.144 4.396 0.0 0.0 0.0 0.089
H 1.435 -0.542 4.288 0.0 0.0 0.0 0.087
H 5.222 -0.414 3.934 0.0 0.0 0.0 0.089
H 3.891 -1.028 4.920 0.0 0.0 0.0 0.087
H 4.231 0.698 4.901 0.0 0.0 0.0 0.080
H 7.749 2.608 1.319 0.0 0.0 0.0 0.090
H 7.320 2.300 3.004 0.0 0.0 0.0 0.078
H 8.259 3.736 2.586 0.0 0.0 0.0 0.084
H 6.754 4.585 0.080 0.0 0.0 0.0 0.086
H 7.228 5.645 1.408 0.0 0.0 0.0 0.084
H 5.548 5.616 0.870 0.0 0.0 0.0 0.086
H 5.620 3.816 4.180 0.0 0.0 0.0 0.077
H 4.846 5.125 3.285 0.0 0.0 0.0 0.091
H 6.561 5.238 3.718 0.0 0.0 0.0 0.084
H 2.800 -0.060 -1.404 0.0 0.0 0.0 0.124
H 3.402 0.801 -2.814 0.0 0.1 0.0 0.133
H 3.231 -0.250 -4.780 0.0 0.0 0.0 0.116
H 0.412 -3.388 -5.334 0.0 0.0 0.0 0.084
H -2.328 -2.119 -1.820 0.0 0.0 -0.1 0.022
H -3.016 -3.338 -2.878 0.0 0.0 0.0 0.086
H -2.369 -1.855 -3.584 0.0 0.0 0.0 0.088
H -0.237 -2.928 -0.853 0.0 0.0 0.0 0.041
H 0.556 -4.317 -1.614 0.0 0.0 0.0 0.096
H -1.140 -4.425 -1.109 0.0 0.0 0.0 0.090
H -1.467 -4.306 -4.762 0.0 0.0 0.0 0.087
H -1.676 -5.224 -3.274 0.0 0.0 0.0 0.085
H -0.062 -5.043 -3.967 0.0 0.0 0.0 0.087
H 0.655 -2.889 -7.564 0.0 0.0 0.0 0.090
H 1.725 -4.138 -6.907 0.0 0.0 0.0 0.086
H 2.154 -3.305 -8.399 0.0 0.0 0.0 0.084
H 1.463 -0.443 -7.629 0.0 0.0 0.0 0.089
H 2.920 -1.010 -8.462 0.0 0.0 0.0 0.083
H 3.063 -0.029 -7.003 0.0 0.0 0.0 0.073
H 3.933 -3.482 -5.815 0.0 0.0 0.0 0.090
H 4.525 -1.825 -5.962 0.0 0.0 0.0 0.078
H 4.367 -2.832 -7.406 0.0 0.0 0.0 0.084
C -6.854 -3.195 2.631 0.0 0.0 0.0 -0.092
O -6.255 -2.181 3.416 0.0 0.0 0.0 -0.090
C -6.344 -0.910 2.950 0.0 -0.1 0.0 -0.306
C -7.121 -0.530 1.863 0.0 0.1 -0.1 -0.017
C -7.125 0.801 1.464 0.0 -0.1 -0.1 -0.034
C -6.313 1.728 2.090 0.0 0.1 -0.1 -0.284
C -5.560 1.348 3.200 0.0 0.0 0.0 -0.015
C -5.596 0.042 3.640 0.0 0.0 0.0 0.004
N -6.422 3.101 1.666 0.1 0.0 0.2 0.073
N -5.426 3.809 1.467 0.0 -0.2 -0.3 0.077
C -4.090 3.258 1.407 -0.1 0.2 0.2 -0.232
C -3.115 3.847 2.172 0.1 0.0 0.1 -0.021
C -1.761 3.480 2.082 -0.1 0.1 0.0 0.011
C -1.370 2.522 1.175 0.2 0.0 0.0 -0.354
O -0.107 2.144 0.991 -0.1 0.1 0.0 -0.230
C -2.367 1.937 0.356 0.1 -0.1 -0.1 -0.171
N -1.901 1.036 -0.568 -0.1 0.0 -0.1 -0.038
C -2.723 0.541 -1.460 -0.1 -0.1 0.0 -0.149
C -4.081 0.913 -1.503 0.1 -0.2 0.0 -0.045
C -4.576 1.772 -0.572 -0.1 0.0 0.2 0.013
C -3.718 2.305 0.425 -0.1 0.0 -0.1 -0.093
H -6.603 -4.137 3.111 0.0 0.0 0.0 0.091
H -6.456 -3.185 1.612 0.0 0.0 0.0 0.078
H -7.942 -3.089 2.602 0.0 0.0 0.0 0.092
H -7.727 -1.247 1.329 0.0 0.0 0.0 0.105
H -7.757 1.120 0.643 0.0 0.0 0.0 0.115
H -4.960 2.078 3.727 0.0 0.0 0.0 0.111
H -5.020 -0.274 4.501 -0.1 0.0 0.0 0.115
H -3.412 4.626 2.865 0.0 0.0 0.0 0.118
H -1.013 3.957 2.703 0.0 0.0 0.0 0.123
H -2.294 -0.154 -2.168 0.0 0.1 0.1 0.086
H -4.714 0.493 -2.274 0.0 0.0 0.0 0.121
H -5.616 2.068 -0.603 0.0 0.0 0.0 0.114
S -3.610 -1.873 0.855 -0.2 0.3 -0.3 0.332
P -1.997 -1.998 1.931 0.1 0.2 0.1 0.192
S -0.209 -1.068 1.401 -0.2 -0.2 0.0 0.483
C -1.520 -3.730 2.213 0.0 -0.1 -0.1 -0.401
C -0.199 -4.165 2.263 0.0 0.0 0.0 -0.101
C 0.082 -5.506 2.492 0.0 0.0 0.0 -0.074
C -0.950 -6.414 2.678 0.0 0.0 0.0 -0.083
C -2.270 -5.983 2.635 0.0 0.0 0.0 -0.077
C -2.554 -4.647 2.400 0.0 0.0 0.0 -0.112
C -2.208 -1.316 3.603 0.0 0.1 0.1 -0.376
C -2.106 -2.089 4.752 -0.1 0.0 0.1 -0.065
C -2.232 -1.493 6.004 0.0 0.0 0.0 -0.075
C -2.443 -0.129 6.109 0.0 0.0 0.0 -0.082
C -2.540 0.649 4.959 0.1 0.0 0.1 -0.091
C -2.427 0.057 3.715 0.1 0.0 0.0 -0.123
H 0.610 -3.463 2.109 0.0 0.0 0.0 0.061
H 1.112 -5.840 2.518 0.0 0.0 0.0 0.105
H -0.727 -7.459 2.853 0.0 0.0 0.0 0.102
H -3.078 -6.689 2.777 0.0 0.0 0.0 0.103
H -3.581 -4.305 2.345 0.0 0.0 0.0 0.079
H -1.930 -3.155 4.680 0.0 0.0 0.0 0.102
H -2.156 -2.102 6.897 0.0 0.0 0.0 0.103
H -2.529 0.333 7.085 0.0 0.0 0.0 0.103
H -2.699 1.719 5.033 0.0 0.0 0.0 0.105
H -2.506 0.662 2.820 0.0 0.0 0.0 0.088
```
Positions in Å, forces in eV/Å.